{"formula": "C15H33I2N3O5", "method": "the ωB97M-V functional and the def2-TZVPD basis", "homo_lumo_gap_ev": 8.30, "e_homo_ha": -0.3303, "fmax_ev_per_a": 4.83, "lumo_energy_ev": -0.683, "total_charge": 0, "species": ["C", "C", "C", "C", "N", "I", "C", "O", "O", "C", "C", "O", "I", "H", "H", "H", "H", "H", "H", "H", "H", "H", "H", "H", "C", "C", "C", "O", "C", "N", "H", "H", "H", "H", "H", "H", "H", "H", "H", "H", "H", "C", "C", "C", "O", "C", "N", "H", "H", "H", "H", "H", "H", "H", "H", "H", "H", "H"], "positions_angstrom": [[0.201, 4.254, -2.836], [1.382, 3.129, -2.878], [1.057, 2.235, -4.181], [1.275, 2.345, -1.494], [2.378, 1.387, -1.181], [1.999, -0.549, -1.741], [3.703, 1.855, -1.559], [4.200, 1.527, -2.670], [4.532, 2.698, -0.739], [4.573, 4.047, -1.253], [3.642, 5.040, -0.367], [2.432, 5.205, -0.586], [4.544, 6.155, 1.310], [0.479, 4.992, -3.679], [-0.814, 3.827, -3.120], [0.207, 4.859, -1.872], [2.340, 3.719, -3.038], [-0.077, 2.211, -4.383], [1.526, 1.200, -4.165], [1.524, 2.789, -5.072], [1.138, 3.054, -0.614], [0.305, 1.722, -1.548], [5.643, 4.447, -1.118], [4.341, 4.126, -2.363], [-3.111, 0.012, 2.473], [-1.788, 0.494, 1.884], [-1.906, 1.821, 1.108], [-2.483, 1.694, -0.188], [-3.900, 1.661, -0.200], [-1.223, -0.573, 1.048], [-3.774, -0.418, 1.721], [-2.931, -0.766, 3.220], [-3.640, 0.831, 2.971], [-1.106, 0.666, 2.724], [-0.892, 2.201, 0.939], [-2.430, 2.585, 1.694], [-4.334, 2.296, 0.578], [-4.255, 0.634, -0.095], [-4.239, 2.028, -1.171], [-0.297, -0.284, 0.735], [-1.770, -0.603, 0.187], [-0.861, -6.324, 0.604], [-0.916, -4.831, 0.917], [0.209, -4.358, 1.860], [0.007, -4.695, 3.229], [0.392, -6.015, 3.572], [-2.243, -4.505, 1.453], [-1.215, -6.940, 1.431], [-1.496, -6.553, -0.257], [0.158, -6.634, 0.353], [-0.791, -4.298, -0.032], [0.232, -3.264, 1.829], [1.193, -4.699, 1.517], [1.266, -6.351, 3.006], [-0.444, -6.703, 3.426], [0.645, -6.029, 4.635], [-2.307, -3.494, 1.571], [-2.279, -4.861, 2.409]], "lowdin_charge": [-0.093, -0.361, -0.095, -0.268, -0.480, 0.962, -0.501, 0.028, -0.033, -0.167, -0.684, -0.048, 0.752, 0.090, 0.077, 0.069, 0.108, 0.084, 0.029, 0.087, 0.112, 0.101, 0.125, 0.135, -0.071, -0.423, -0.199, -0.202, -0.105, 0.048, 0.064, 0.076, 0.079, 0.137, 0.110, 0.120, 0.092, 0.075, 0.088, 0.034, 0.073, -0.076, -0.431, -0.203, -0.192, -0.111, 0.040, 0.062, 0.075, 0.077, 0.132, 0.110, 0.117, 0.090, 0.073, 0.086, 0.057, 0.069]}